Record 1
This record from the Open Molecules 2025 dataset describes C17H17FN3O3ReS5Sb as an isolated structure. The level of theory is ωB97M-V with the def2-TZVPD basis set.

Calculated values
LUMO level = -11.86 eV
orbital gap = 5.29 eV
net charge = +3
spin multiplicity = 1
molecular weight = 798.6 g/mol

Positions of all 48 atoms, in Å:
Re  -2.18  -0.34  -2.31
C  3.43  0.90  2.70
C  2.39  -0.08  3.20
C  1.86  0.28  4.57
C  0.87  -0.77  5.05
C  -0.24  -0.95  4.05
C  -1.48  -1.38  4.44
C  -2.51  -1.54  3.51
F  -3.69  -1.97  3.95
C  -2.35  -1.26  2.19
C  -1.09  -0.80  1.76
C  -0.85  -0.49  0.40
O  -1.87  -0.69  -0.46
C  0.38  -0.04  0.00
C  1.40  0.09  0.96
N  1.21  -0.19  2.23
C  -0.03  -0.64  2.68
C  0.68  0.35  -1.38
O  1.73  0.69  -1.81
O  -0.42  0.37  -2.23
H  4.15  1.06  3.51
H  2.99  1.87  2.46
H  4.01  0.54  1.85
H  2.81  -1.09  3.23
H  1.39  1.27  4.54
H  2.71  0.34  5.25
H  0.45  -0.51  6.02
H  1.39  -1.73  5.18
H  -1.67  -1.62  5.48
H  -3.16  -1.40  1.49
H  2.37  0.43  0.65
S  -6.19  -1.08  -0.20
Sb  -5.95  -0.87  -2.31
S  -3.39  -2.09  -2.57
S  -3.59  1.20  -2.29
S  -6.41  -0.58  -4.38
S  -1.60  -0.59  -4.58
C  -0.15  0.40  -4.83
N  -0.14  1.70  -5.01
C  1.22  2.18  -5.35
C  2.07  0.90  -5.22
N  1.04  -0.13  -4.96
H  -0.97  2.26  -5.07
H  1.53  2.96  -4.66
H  1.22  2.58  -6.37
H  2.75  0.94  -4.37
H  2.62  0.66  -6.12
H  1.23  -1.12  -4.85


Record 2
This record from the Open Molecules 2025 dataset describes one molecule with the formula C17H17N2O3PS. The level of theory is ωB97M-V with the def2-TZVPD basis set.

Calculated values
LUMO level = 0.56 eV
orbital gap = 8.96 eV
net charge = 0
spin multiplicity = 1
SMILES = Cc1ccc(OP(=O)(Nc2nccs2)Oc2ccc(C)cc2)cc1
molecular weight = 360.4 g/mol

Positions of all 41 atoms, in Å:
C  3.58  -3.17  -3.13
C  2.60  -2.23  -2.50
C  2.12  -2.44  -1.21
C  1.23  -1.56  -0.62
C  0.80  -0.45  -1.33
C  1.27  -0.22  -2.61
C  2.16  -1.10  -3.19
H  2.52  -0.92  -4.19
H  0.92  0.65  -3.15
O  -0.06  0.48  -0.79
P  -1.37  0.16  0.07
O  -1.34  -0.95  1.01
O  -1.72  1.60  0.66
C  -1.16  2.07  1.83
C  0.05  1.61  2.31
C  0.56  2.14  3.49
C  -0.12  3.13  4.19
C  -1.33  3.58  3.68
C  -1.86  3.05  2.52
H  -2.80  3.40  2.13
H  -1.88  4.35  4.21
C  0.43  3.68  5.47
H  1.52  3.65  5.46
H  0.10  4.70  5.63
H  0.09  3.07  6.31
H  1.51  1.77  3.86
H  0.58  0.85  1.77
N  -2.63  0.17  -1.07
C  -2.63  -0.94  -1.85
N  -1.60  -1.71  -1.86
C  -1.76  -2.74  -2.73
C  -2.94  -2.76  -3.40
S  -3.92  -1.41  -2.92
H  -3.30  -3.46  -4.12
H  -0.97  -3.46  -2.83
H  -3.48  0.70  -0.94
H  0.85  -1.74  0.37
H  2.45  -3.31  -0.66
H  3.52  -4.15  -2.67
H  3.40  -3.27  -4.19
H  4.60  -2.80  -2.99


Record 3
This record from the Open Molecules 2025 dataset describes C17H17N3O2 as an isolated structure. The level of theory is ωB97M-V with the def2-TZVPD basis set.

Calculated values
LUMO level = -0.73 eV
orbital gap = 6.83 eV
net charge = 0
spin multiplicity = 1
molecular weight = 295.3 g/mol

Positions of all 39 atoms, in Å:
C  1.23  3.40  0.35
C  2.62  2.59  0.14
O  2.27  1.32  0.13
C  3.16  0.26  0.03
C  4.48  0.39  -0.24
C  5.32  -0.56  -0.15
C  4.85  -1.91  -0.02
C  3.57  -2.05  -0.16
C  2.61  -1.03  0.00
N  1.36  -1.32  0.30
H  0.70  -0.25  0.17
C  0.58  -2.42  -0.18
C  -0.77  -2.58  -0.09
N  -1.62  -3.27  0.23
N  -2.88  -2.82  0.07
C  -2.79  -1.56  0.16
C  -3.71  -0.68  0.03
C  -5.12  -0.96  0.17
C  -5.98  0.16  -0.03
C  -5.78  1.44  0.00
C  -4.47  1.77  -0.31
C  -3.54  0.93  -0.01
H  -2.39  1.24  -0.19
H  -4.24  2.87  -0.16
H  -6.54  2.31  -0.39
H  -7.03  -0.22  0.11
H  -5.30  -2.14  0.20
O  -1.36  -1.04  -0.12
H  0.86  -2.84  -1.00
H  1.04  -3.37  0.65
H  3.28  -2.99  -0.07
H  5.62  -2.61  -0.41
H  6.45  -0.20  -0.30
H  4.78  1.46  -0.14
H  2.94  2.78  -0.80
H  3.18  3.03  1.01
H  0.70  3.15  1.02
H  1.41  4.48  0.53
H  0.50  3.23  -0.55


Record 4
This record from the Open Molecules 2025 dataset describes C17H17N3O2S as an isolated structure. The level of theory is ωB97M-V with the def2-TZVPD basis set.

Calculated values
LUMO level = 0.34 eV
orbital gap = 7.99 eV
net charge = 0
spin multiplicity = 1
molecular weight = 327.4 g/mol

Positions of all 40 atoms, in Å:
C  3.48  -4.68  3.00
H  4.29  -4.09  2.69
O  2.18  -3.80  3.06
C  1.93  -3.20  1.92
C  0.79  -2.53  1.93
C  0.47  -1.67  1.05
C  1.27  -1.67  -0.15
C  2.06  -2.55  -0.30
C  2.56  -3.33  0.78
H  3.50  -3.84  0.55
H  2.61  -2.47  -1.04
H  0.60  -1.18  -0.86
N  -0.76  -0.92  0.97
C  -1.55  -0.49  2.32
O  -1.47  -1.07  3.32
C  -2.53  0.43  1.95
H  -3.07  0.14  0.86
H  -3.25  0.46  2.75
S  -2.25  2.21  1.69
C  -1.58  2.17  0.09
N  -1.59  0.94  -0.74
C  -1.05  1.49  -1.80
C  -0.92  0.81  -3.03
C  -0.41  1.54  -4.13
C  -0.70  2.76  -4.17
C  -0.74  3.66  -3.12
C  -0.96  2.84  -2.12
N  -1.51  3.32  -0.58
C  -1.27  4.60  -0.13
H  -1.88  5.31  -0.89
H  -2.00  4.62  0.86
H  -0.45  4.88  -0.09
H  -0.62  4.71  -3.05
H  -0.08  3.32  -5.24
H  -0.27  0.91  -5.22
H  -1.09  -0.21  -3.01
H  -1.15  -0.40  0.24
H  0.51  -2.24  3.19
H  3.53  -5.23  4.03
H  3.36  -5.55  2.43


Record 5
This record from the Open Molecules 2025 dataset describes one molecule with the formula C17H17N3O3S. The level of theory is ωB97M-V with the def2-TZVPD basis set.

Calculated values
LUMO level = -0.33 eV
orbital gap = 8.77 eV
net charge = 0
spin multiplicity = 1
SMILES = O=S(=O)(CCCCc1ccccc1)c1nnc(-c2ccccn2)o1
molecular weight = 343.4 g/mol

Positions of all 41 atoms, in Å:
O  3.53  -0.90  1.51
O  2.36  -2.81  0.41
N  1.93  0.05  -2.91
N  1.86  -0.97  -1.94
N  3.47  3.35  -2.26
O  2.23  0.89  -0.87
C  2.29  1.14  -2.19
C  2.22  -0.42  -0.78
C  3.99  4.39  -2.92
C  2.74  2.45  -2.86
C  3.73  4.61  -4.28
C  2.34  2.65  -4.17
C  2.83  3.79  -4.88
C  -4.55  -0.50  3.77
C  -3.74  0.29  2.95
C  -4.52  -1.96  3.60
C  -3.08  -0.20  1.80
C  -3.83  -2.45  2.56
C  -3.10  -1.63  1.68
C  -2.39  -2.48  0.56
C  -0.94  -1.99  0.33
C  -0.15  -2.04  1.72
C  0.98  -1.03  1.91
S  2.33  -1.38  0.78
H  4.50  5.11  -2.33
H  4.28  5.44  -4.71
H  1.79  1.90  -4.79
H  2.64  3.92  -5.96
H  -5.01  0.06  4.58
H  -3.71  1.36  3.24
H  -5.44  -2.44  4.05
H  -2.42  0.49  1.31
H  -4.00  -3.45  2.33
H  -2.90  -2.41  -0.36
H  -2.39  -3.54  0.61
H  -0.91  -0.90  0.02
H  -0.34  -2.52  -0.42
H  -0.88  -1.78  2.44
H  0.19  -3.00  1.87
H  0.69  0.01  1.71
H  1.41  -1.10  2.89


Record 6
This record from the Open Molecules 2025 dataset describes one molecule with the formula C17H17N5S. The level of theory is ωB97M-V with the def2-TZVPD basis set.

Calculated values
LUMO level = 0.28 eV
orbital gap = 7.95 eV
net charge = 0
spin multiplicity = 1
SMILES = CC(C)(C)c1nsc2cc(Nc3n[nH]c4cccnc34)ccc12
molecular weight = 323.4 g/mol

Positions of all 40 atoms, in Å:
N  -0.89  -0.02  -3.23
N  0.62  0.16  4.33
N  -2.34  3.22  -3.76
S  -0.31  1.47  3.74
C  -1.18  1.14  -2.73
C  1.07  -0.63  3.37
C  -2.86  3.71  -4.88
C  -1.87  1.94  -3.77
C  -2.97  2.97  -6.07
C  0.91  -0.77  0.79
C  -2.50  1.67  -6.07
C  0.32  -0.24  -0.37
C  -0.70  1.51  0.99
C  -0.17  0.92  2.12
C  0.64  -0.20  2.06
C  -1.89  1.18  -4.92
C  -0.47  0.91  -0.31
N  -1.35  -0.01  -4.52
N  -1.01  1.60  -1.42
C  3.30  -1.86  3.06
C  1.10  -3.14  3.08
C  1.96  -2.11  5.21
C  1.85  -1.93  3.67
H  -3.19  4.74  -4.94
H  -3.38  3.40  -6.96
H  1.56  -1.62  0.66
H  -2.58  1.08  -7.00
H  0.62  -0.65  -1.34
H  -1.30  2.37  1.08
H  -1.32  -0.89  -5.09
H  -1.36  2.54  -1.21
H  3.88  -2.72  3.50
H  3.80  -0.92  3.34
H  3.33  -1.99  1.96
H  0.98  -3.10  2.00
H  1.64  -4.06  3.30
H  0.08  -3.25  3.51
H  2.52  -2.99  5.52
H  2.50  -1.25  5.61
H  0.97  -2.15  5.69


Which of these has the highest net charge? C17H17FN3O3ReS5Sb


orbital gap of number 6 (C17H17N5S)? 7.95 eV


Repeat the fourth record exactly.
This record from the Open Molecules 2025 dataset describes C17H17N3O2S as an isolated structure. The level of theory is ωB97M-V with the def2-TZVPD basis set.

Calculated values
LUMO level = 0.34 eV
orbital gap = 7.99 eV
net charge = 0
spin multiplicity = 1
molecular weight = 327.4 g/mol

Positions of all 40 atoms, in Å:
C  3.48  -4.68  3.00
H  4.29  -4.09  2.69
O  2.18  -3.80  3.06
C  1.93  -3.20  1.92
C  0.79  -2.53  1.93
C  0.47  -1.67  1.05
C  1.27  -1.67  -0.15
C  2.06  -2.55  -0.30
C  2.56  -3.33  0.78
H  3.50  -3.84  0.55
H  2.61  -2.47  -1.04
H  0.60  -1.18  -0.86
N  -0.76  -0.92  0.97
C  -1.55  -0.49  2.32
O  -1.47  -1.07  3.32
C  -2.53  0.43  1.95
H  -3.07  0.14  0.86
H  -3.25  0.46  2.75
S  -2.25  2.21  1.69
C  -1.58  2.17  0.09
N  -1.59  0.94  -0.74
C  -1.05  1.49  -1.80
C  -0.92  0.81  -3.03
C  -0.41  1.54  -4.13
C  -0.70  2.76  -4.17
C  -0.74  3.66  -3.12
C  -0.96  2.84  -2.12
N  -1.51  3.32  -0.58
C  -1.27  4.60  -0.13
H  -1.88  5.31  -0.89
H  -2.00  4.62  0.86
H  -0.45  4.88  -0.09
H  -0.62  4.71  -3.05
H  -0.08  3.32  -5.24
H  -0.27  0.91  -5.22
H  -1.09  -0.21  -3.01
H  -1.15  -0.40  0.24
H  0.51  -2.24  3.19
H  3.53  -5.23  4.03
H  3.36  -5.55  2.43